[1]
The following is a quantum chemistry calculation of an isolated molecule of C25H22N6O5 at a distorted geometry, from OMol25.

Its SMILES is COc1ccc(C(=O)Nc2ccccc2-c2nnn(CC(=O)Nc3ccc4c(c3)OCCO4)n2)cc1. The energy above the lowest of the compared OMol25 structures with the same formula, charge and spin is 0.0 kJ/mol. The calculation puts the highest occupied orbital energy at -8.2 eV. As for the lowest unoccupied orbital energy: 0.3 eV. As for the gap between HOMO and LUMO: 0.313 hartree.

Atoms and positions in Å:
C 0.384 1.637 -4.416
O 0.000 0.600 -3.543
C 0.804 0.311 -2.482
C 2.045 0.893 -2.243
C 2.787 0.499 -1.145
C 2.297 -0.439 -0.245
C 3.162 -0.870 0.890
O 4.369 -0.958 0.787
N 2.451 -1.145 2.025
C 2.895 -1.690 3.221
C 4.138 -2.312 3.332
C 4.525 -2.900 4.520
C 3.681 -2.894 5.621
C 2.450 -2.280 5.529
C 2.046 -1.667 4.344
C 0.760 -1.006 4.330
N -0.156 -1.122 5.321
N -1.150 -0.380 5.002
N -0.866 0.184 3.856
C -1.714 1.107 3.174
C -1.928 0.631 1.721
O -1.841 -0.533 1.420
N -2.221 1.655 0.885
C -2.446 1.597 -0.503
C -2.343 2.779 -1.231
C -2.556 2.773 -2.594
C -2.860 1.591 -3.256
C -2.942 0.401 -2.526
C -2.757 0.413 -1.151
O -3.188 -0.800 -3.129
C -2.962 -0.770 -4.522
C -3.638 0.456 -5.131
O -3.066 1.637 -4.609
N 0.313 -0.171 3.392
C 1.049 -1.014 -0.485
C 0.322 -0.658 -1.598
H 1.294 1.381 -4.967
H -0.442 1.759 -5.115
H 0.534 2.577 -3.876
H 2.451 1.635 -2.913
H 3.765 0.923 -0.972
H 1.483 -0.834 2.042
H 4.794 -2.321 2.478
H 5.494 -3.373 4.585
H 3.986 -3.362 6.545
H 1.774 -2.254 6.370
H -1.258 2.103 3.195
H -2.669 1.124 3.706
H -2.187 2.593 1.257
H -2.098 3.705 -0.731
H -2.487 3.681 -3.172
H -2.833 -0.514 -0.609
H -3.378 -1.695 -4.925
H -1.882 -0.726 -4.717
H -3.496 0.495 -6.213
H -4.712 0.429 -4.902
H 0.652 -1.765 0.180
H -0.627 -1.121 -1.807


[2]
The following is a quantum chemistry calculation of a cluster of 2 separate species, C25H22NO in total at a distorted geometry, from OMol25.

The calculation puts the highest occupied orbital energy at -10.1 eV. The charge is +1. As for the lowest unoccupied orbital energy: -4.9 eV. As for the gap between HOMO and LUMO: 0.191 hartree.

Atoms and positions in Å:
C 1.900 4.659 1.112
C 1.981 3.259 1.568
C 2.755 2.174 1.140
C 2.513 1.085 2.047
C 1.512 1.539 2.957
N 1.221 2.852 2.627
C 1.027 0.753 3.990
C 1.555 -0.531 4.132
C 2.573 -1.000 3.279
C 3.108 -2.383 3.495
C 3.065 -0.186 2.246
H 2.646 4.820 0.328
H 0.899 4.889 0.718
H 2.098 5.369 1.931
H 3.554 2.197 0.417
H 0.571 3.449 3.127
H 0.248 1.147 4.641
H 1.180 -1.199 4.908
H 3.917 -2.586 2.790
H 3.490 -2.517 4.515
H 2.328 -3.144 3.353
H 3.887 -0.516 1.605
C -3.566 -1.440 -2.530
C -3.285 -0.107 -2.205
C -1.967 0.336 -2.120
C -0.886 -0.550 -2.356
C 0.482 -0.112 -2.206
O 1.384 -1.095 -2.473
C 2.739 -0.827 -2.442
C 3.211 0.450 -2.066
C 4.614 0.662 -2.147
C 5.462 -0.378 -2.491
C 4.949 -1.647 -2.809
C 3.578 -1.875 -2.803
C 2.261 1.412 -1.662
C 0.908 1.154 -1.823
C -1.188 -1.889 -2.703
C -2.506 -2.326 -2.780
H -4.599 -1.785 -2.594
H -4.095 0.599 -2.016
H -1.744 1.372 -1.865
H 4.991 1.666 -1.935
H 6.541 -0.217 -2.517
H 5.627 -2.464 -3.052
H 3.150 -2.843 -3.055
H 2.597 2.421 -1.437
H 0.161 1.929 -1.675
H -0.384 -2.596 -2.902
H -2.705 -3.366 -3.041